[1]
Density functional theory data (the ωB97M-V functional and the def2-TZVPD basis) for an isolated molecule of C19H18N4O3 in a non-equilibrium geometry.

Geometry as ORCA input:
```
! wB97M-V def2-TZVPD RIJCOSX def2/J DEFGRID3
* xyz 0 1
C -1.81605 -2.50633 2.22897
C -2.33205 -1.39037 1.38084
N -3.22489 -1.67516 0.47354
C -3.69257 -0.69991 -0.32922
C -4.65538 -1.03907 -1.30177
C -5.15091 -0.08392 -2.14466
C -4.71177 1.24580 -2.05199
C -3.77749 1.60820 -1.12075
C -3.24778 0.64875 -0.23700
C -2.26786 0.93241 0.75039
C -1.82376 -0.08253 1.55892
H -1.10002 0.10316 2.33875
C -1.74075 2.31649 0.91303
O -2.40771 3.30152 1.13479
N -0.37716 2.42817 0.78848
N 0.42416 1.39704 0.48359
C 1.67176 1.58975 0.28118
C 2.56799 0.50318 -0.04461
C 2.11335 -0.82796 -0.09333
C 3.02762 -1.84948 -0.42779
N 4.28344 -1.59025 -0.71633
C 4.71779 -0.33843 -0.67603
C 3.92886 0.74420 -0.33518
C 4.51946 2.13488 -0.28519
O 5.90214 2.18630 -0.50943
H 6.35100 1.66497 0.16564
H 4.07979 2.75106 -1.07698
H 4.28075 2.59887 0.68607
H 5.75540 -0.20514 -0.94867
C 2.56661 -3.26896 -0.47044
H 3.37026 -3.90032 -0.83473
H 2.26963 -3.59327 0.52556
H 1.69640 -3.35745 -1.11757
O 0.84941 -1.18840 0.16780
H 0.31461 -0.38494 0.33696
H 2.09365 2.59558 0.34445
H 0.01564 3.36996 0.86797
H -3.44978 2.63365 -1.04242
H -5.11845 1.98610 -2.72486
H -5.88716 -0.34584 -2.89033
H -4.97703 -2.06721 -1.35362
H -1.89699 -2.25531 3.28476
H -0.76581 -2.67794 1.99698
H -2.37839 -3.41180 2.02422
*
```

**LUMO**: -0.36 eV
**Relative energy (zero: lowest compared OMol25 entry of this formula, charge and spin)**: 2.826 eV
**HOMO level**: -8.741 eV
**SMILES**: Cc1cc(C(=O)N/N=C/c2c(CO)cnc(C)c2O)c2ccccc2n1
**HOMO-LUMO gap**: 0.3079 Ha

Here are the Löwdin charges for atoms 1 to 6, given in e:
1 C -0.025
2 C -0.320
3 N 0.164
4 C -0.210
5 C -0.013
6 C -0.076

***

[2]
Density functional theory data (the ωB97M-V functional and the def2-TZVPD basis) for an isolated molecule of C19H18O2S2 in a non-equilibrium geometry.

Geometry as ORCA input:
```
! wB97M-V def2-TZVPD RIJCOSX def2/J DEFGRID3
* xyz 0 1
C -4.51197 -1.20646 -1.88505
C -3.28509 -1.86789 -1.84590
C -2.10428 -1.15023 -1.66795
C -2.17230 0.23629 -1.45767
C -0.94720 1.07616 -1.13211
C 0.19531 0.37556 -0.40074
C 1.57212 1.03131 -0.92654
C 2.80743 0.17516 -1.29670
C 2.76412 -1.20225 -1.58613
C 3.94910 -1.91717 -1.81941
C 5.17479 -1.24945 -1.88271
C 5.20445 0.14684 -1.79494
C 4.01990 0.85978 -1.57245
O 1.62692 2.20862 -1.24949
O -0.94631 2.27365 -1.34404
C -3.38261 0.92157 -1.64022
C -4.55771 0.18951 -1.80885
H -5.44159 -1.75890 -2.00445
H -3.24751 -2.94440 -1.93677
H -1.13029 -1.63371 -1.68424
H 0.33277 -0.66136 -0.71008
H 1.80129 -1.71184 -1.61372
H 3.93727 -2.99726 -1.93165
H 6.11288 -1.78002 -2.02210
H 6.13092 0.71747 -1.87677
H 4.00446 1.95686 -1.56045
H -3.37962 2.01425 -1.59744
H -5.48960 0.73953 -1.86406
C -0.56341 0.86815 4.48145
C -0.15885 -0.48610 3.92568
S 0.79101 -0.43463 2.36059
C -0.24721 0.32800 1.02192
S -0.79316 1.93758 1.86847
C -1.48711 1.55762 3.49358
H -1.09693 0.73434 5.42765
H 0.31627 1.48454 4.67604
H 0.54123 -0.94652 4.63830
H -1.04882 -1.12063 3.83089
H -1.16392 -0.32238 1.12758
H -2.41963 0.99066 3.39161
H -1.70711 2.56776 3.86890
*
```

**LUMO**: 0.03 eV
**Relative energy (zero: lowest compared OMol25 entry of this formula, charge and spin)**: 0.000 eV
**HOMO level**: -8.139 eV
**SMILES**: O=C(c1ccccc1)C(C(=O)c1ccccc1)C1SCCCS1
**HOMO-LUMO gap**: 0.3001 Ha

Here are the Löwdin charges for atoms 1 to 6, given in e:
1 C -0.079
2 C -0.077
3 C -0.026
4 C -0.140
5 C -0.337
6 C -0.227

***

[3]
Density functional theory data (the ωB97M-V functional and the def2-TZVPD basis) for an isolated molecule of C19H18O6 in a non-equilibrium geometry.

Geometry as ORCA input:
```
! wB97M-V def2-TZVPD RIJCOSX def2/J DEFGRID3
* xyz 0 1
O -3.87895 2.18360 0.63569
O -0.89289 5.61502 -3.74922
O -3.34863 -0.59487 1.80003
O 1.83186 -3.81624 4.38700
O 0.26272 -3.17103 0.38187
O 1.02663 0.27148 0.63395
C -2.79020 1.63767 0.52177
C -1.44575 5.05203 -2.83740
C -2.63449 -1.78069 1.89075
C -2.53667 0.22040 1.01528
C -1.40713 -1.72930 1.27653
C -1.29582 -0.43684 0.77991
C 0.25866 3.23380 -2.27012
C 0.49011 2.21417 -1.43539
C -0.97188 3.92190 -2.15268
C -1.69598 2.28707 -0.36204
C -1.95773 3.44338 -1.21212
C -0.48071 1.56470 -0.57170
C 1.14473 -3.98426 3.17376
C -2.94360 5.11241 -2.68224
C -3.25786 4.19053 -1.43932
C 0.51723 -2.65846 2.75383
C -0.18896 -0.69206 -1.38336
C -0.45682 -2.79738 1.62733
C -0.19865 0.19155 -0.03738
H 2.52365 -4.56234 4.46628
H -0.07711 -3.71902 -0.30369
H 0.76642 0.81230 1.43955
H -2.81924 -2.60003 2.51112
H 0.96280 3.67620 -3.01671
H 1.42757 1.64739 -1.41433
H 1.90490 -4.29985 2.42856
H 0.31261 -4.68391 3.21270
H -3.28991 6.15425 -2.59345
H -3.46935 4.65630 -3.49023
H -3.60844 4.78646 -0.61046
H -4.10172 3.44614 -1.61132
H 0.12462 -2.10511 3.66192
H 1.33817 -1.98246 2.39916
H 0.56492 -1.58292 -1.40977
H 0.06772 -0.15244 -2.29954
H -1.16505 -1.15137 -1.54303
H -1.10382 -3.60836 1.87051
*
```

**LUMO**: -0.55 eV
**Relative energy (zero: lowest compared OMol25 entry of this formula, charge and spin)**: 2.528 eV
**HOMO level**: -9.131 eV
**SMILES**: C[C@@]1(O)c2ccc3c(c2C(=O)c2occ([C@@H](O)CCO)c21)CCC3=O
**HOMO-LUMO gap**: 0.3154 Ha

Here are the Löwdin charges for atoms 1 to 6, given in e:
1 O 0.088
2 O 0.101
3 O 0.093
4 O -0.088
5 O -0.035
6 O 0.023

***

[4]
Density functional theory data (the ωB97M-V functional and the def2-TZVPD basis) for a structure of composition C19H19AlN2O3S.

Geometry as ORCA input:
```
! wB97M-V def2-TZVPD RIJCOSX def2/J DEFGRID3
* xyz 2 1
Al 0.53501 -0.60976 -1.56213
C -0.55602 -1.56025 -4.22491
O -0.60361 -0.75626 -2.99849
C -1.76735 0.07941 -2.78657
C -2.64212 0.40455 -3.79108
C -3.74582 1.18193 -3.45046
C -3.94841 1.59975 -2.14161
C -3.04408 1.26707 -1.14262
C -1.93553 0.51057 -1.47161
N -0.89761 0.07435 -0.61759
N -1.02386 0.10400 0.65703
C -0.13123 -0.53885 1.43145
C 0.84717 -1.48054 0.95577
O 1.10843 -1.65770 -0.34221
C 1.54588 -2.27919 1.86188
C 1.34274 -2.13126 3.20850
C 0.44047 -1.18154 3.74690
C 0.28720 -1.04063 5.14123
C -0.58375 -0.11603 5.64911
C -1.32927 0.68797 4.77369
C -1.19845 0.56652 3.40888
C -0.31125 -0.37302 2.86934
H -1.50285 -2.08132 -4.32349
H 0.25578 -2.27105 -4.10469
H -0.36824 -0.90537 -5.06981
H -2.50345 0.07573 -4.81147
H -4.45047 1.45473 -4.22377
H -4.82039 2.19016 -1.89662
H -3.18818 1.58385 -0.11846
H 2.23772 -3.01196 1.47002
H 1.89552 -2.76406 3.89389
H 0.86659 -1.67580 5.79999
H -0.70049 -0.00479 6.71838
H -2.01788 1.41783 5.17849
H -1.78191 1.19234 2.74938
C 4.32216 0.37026 -1.60049
S 2.96307 1.47932 -1.90862
C 2.75283 2.18164 -0.28896
O 1.73920 0.53679 -2.05699
H 5.14238 0.95343 -1.18034
H 4.62991 -0.06259 -2.55002
H 3.98965 -0.39626 -0.90009
H 3.63424 2.78807 -0.07551
H 2.64527 1.37832 0.44159
H 1.87100 2.81964 -0.31688
*
```

**LUMO**: -7.37 eV
**HOMO level**: -13.791 eV
**HOMO-LUMO gap**: 0.2360 Ha

Here are the Löwdin charges for atoms 1 to 6, given in e:
1 Al 0.223
2 C 0.065
3 O -0.096
4 C -0.133
5 C 0.015
6 C -0.023

***

> LUMO of number 3 (C19H18O6)?

-0.55 eV